Entry 1:
The following is a quantum chemistry calculation of a single C6H11ClO molecule at a distorted geometry, from OMol25.

CARTESIAN COORDINATES (ANGSTROEM)
H -3.35652 -1.81540 1.64470
C 0.17236 0.74463 -1.42574
Cl 1.36389 2.04005 -1.80691
H -1.77141 -2.04609 -0.25752
H 1.66771 0.01739 -0.30307
H -2.19929 -0.67237 2.44181
H -1.82653 -2.42103 2.19607
O 0.03483 0.50216 1.02019
H -0.78838 1.28749 -1.41111
H 0.66515 -2.75905 1.03430
H -2.09265 -0.33411 -0.12095
C -2.27367 -1.50419 1.72946
C 0.61444 -1.77368 1.48698
H 0.14485 -1.83347 2.47256
H 0.22592 0.04332 -2.23741
H 1.66891 -1.40855 1.62365
C 0.58481 0.10261 -0.22921
C -0.11444 -0.84547 0.63274
C -1.61723 -1.18327 0.38459

HOMO	-10.29	eV
HOMO-LUMO gap	0.412	Ha
net charge	0
SMILES string	CC[C@]1(C)O[C@@H]1CCl

Entry 2:
The following is a quantum chemistry calculation of a single C6H11ClO2S molecule at a distorted geometry, from OMol25.

CARTESIAN COORDINATES (ANGSTROEM)
H 1.91597 0.83029 -1.46625
Cl -2.01699 -1.58290 1.05353
H 1.55819 1.17457 3.85836
C 1.56873 0.38555 3.13565
C -1.63149 -0.04943 -1.30064
H 1.03805 -0.44356 3.41670
C 1.48232 0.06070 0.30607
H -0.27037 1.20270 -2.52294
C -1.89378 -0.11657 0.22819
O 1.23030 -1.11010 -1.82492
H 0.40234 -1.68404 -1.77212
H -2.59737 0.65171 0.55487
O -1.67246 -1.34352 -1.90576
C 1.06482 0.16944 -1.11428
H -2.36509 -1.84527 -1.43482
C -0.24645 0.76805 -1.50922
S 0.97002 1.17357 1.57438
H -2.32008 0.65743 -1.69560
H 2.52705 0.28476 2.77731
H -0.57880 1.67338 -0.96139
H 1.83509 -0.85675 0.60287

HOMO (spin up / spin down)	-8.16 / -6.87	eV
HOMO-LUMO gap (spin up / spin down)	0.320 / 0.251	Ha
net charge	0

Entry 3:
The following is a quantum chemistry calculation of a single C6H11ClS molecule at a distorted geometry, from OMol25.

CARTESIAN COORDINATES (ANGSTROEM)
H -2.30810 0.98383 -1.56865
H -0.64058 0.74736 1.38921
C -1.46586 0.32427 -1.29610
H -0.72525 -2.01711 2.19767
C -0.13810 0.54596 -1.32805
C 0.32614 0.41194 1.68194
H -1.61633 -0.62909 -0.98582
H 0.29582 0.20695 2.72637
H -0.94512 -2.20214 0.34029
H 0.99671 1.14768 1.44777
H 1.39403 1.27768 -2.54736
C -0.21695 -2.10398 1.18453
H 1.15367 2.30782 -1.14397
C 0.61308 1.66568 -1.90094
S 1.00729 -0.53599 -0.73409
H 0.37500 -3.01933 1.11878
Cl -0.49168 2.83276 -2.81662
H 1.70462 -1.11693 1.29954
C 0.68161 -0.82734 0.93551

HOMO	-8.66	eV
HOMO-LUMO gap	0.345	Ha
net charge	0
SMILES string	C=C(CCl)SC(C)C

Entry 4:
The following is a quantum chemistry calculation of a single C6H11F2I molecule at a distorted geometry, from OMol25.

CARTESIAN COORDINATES (ANGSTROEM)
H -0.18599 -1.99230 -0.56732
F -1.47908 2.40996 -0.32039
C -0.99192 0.12025 -0.36734
C -0.68453 0.26554 -1.83517
H -1.22962 1.14643 -2.25730
C -0.69190 1.51228 0.35070
C -0.57238 -1.45667 1.61101
H 0.06552 -1.99487 2.24540
H 1.24783 2.03468 -0.81119
H 0.36766 0.31588 -2.27669
F -1.10631 1.53830 1.60786
C 0.82551 1.97700 0.19846
H 0.74532 2.96411 0.59662
H 0.91592 -0.78092 0.23478
H -1.46732 -2.00057 1.57211
H 1.57359 1.53088 0.82701
H -0.88675 -0.57189 2.16542
C -0.14642 -1.07694 0.17904
H -1.11272 -0.51985 -2.48830
I -3.13484 -0.20164 -0.08985

spin multiplicity	3
HOMO (spin up / spin down)	-5.22 / -9.95	eV
HOMO-LUMO gap (spin up / spin down)	0.218 / 0.240	Ha
net charge	0
<S²>	2.0053

Number 1: energy -770.60174 Eh. Number 2: energy -1243.90334 Eh. Number 3: energy -1093.53568 Eh. Number 4: energy -732.46436 Eh.